(1)
Entry from OMol25: a 5-piece molecular cluster, C27H64B3NO9 overall (wB97M-V/def2-TZVPD).

Summary:
LUMO level (eV): 0.6
Highest occupied orbital energy (eV): -9.09
Relative energy (zero: lowest compared OMol25 entry of this formula, charge and spin) (kcal per mole): 0.00
SMILES string: CC(=O)OCCCCB1OBOB(CCCCCN)O1.CCOCC.CCOCC.CCOCC.CCOCC

ORCA input file:
```
! RIJCOSX wB97M-V def2-TZVPD def2/J DEFGRID3
* xyz 0 1
O -0.9196 -4.9556 1.7458
O 1.9546 2.7635 2.0978
O 4.2188 2.4743 1.4567
O -3.6571 -6.5483 6.3793
O 2.7818 0.6133 1.5351
O 3.2851 5.7998 -5.2066
O -2.3037 -1.6216 2.1069
O 1.5416 1.3280 -5.8201
O -3.0843 0.3816 2.7224
N 0.7499 3.8451 -2.1994
C -3.2785 -0.6660 2.1867
C 0.4023 -5.2975 2.1257
C 0.5928 -6.7695 2.4483
C -3.6073 -6.1319 7.7336
C 3.3376 4.8789 1.5942
C 1.2192 5.9842 0.6119
C 1.2614 3.8174 -0.8261
C -1.7250 -4.4635 4.0261
C -1.7552 -1.8688 0.7899
C 0.9024 5.1764 -5.3082
C 0.4542 4.7743 0.0684
C 1.9810 6.0562 -4.7051
C 3.4553 5.9721 -6.6004
C 0.6319 1.3348 -6.9064
C -0.0618 0.0435 0.5055
C 3.1728 7.3818 -7.0923
C 0.2370 0.8709 1.7829
C 2.6548 0.4592 -5.9451
C -1.9253 -5.2063 2.7190
C -0.2978 -1.4547 0.7552
C -4.6526 -7.5051 6.0598
C -3.3241 -7.2545 8.7168
C -6.0727 -7.0336 6.3213
C -0.0328 -0.0047 -7.1727
C 2.0898 5.7360 1.8437
C -4.6162 -1.1008 1.6394
C 3.5509 0.7708 -7.1312
B 3.1583 3.3342 1.7180
B 4.0254 1.1517 1.7685
B 1.6916 1.4290 1.8160
H -5.1699 -1.5618 2.4596
H 1.3245 3.2811 -2.8161
H 1.0169 -5.0225 1.2677
H 0.1954 -2.0544 -0.0144
H 4.4999 5.7187 -6.7854
H -2.3340 -1.3078 0.0481
H -6.2641 -6.0917 5.8054
H 1.1208 1.7033 -7.8157
H -2.5891 -4.6191 4.6735
H 3.7721 8.1064 -6.5392
H 4.8882 0.5061 2.2725
H -6.7803 -7.7792 5.9563
H -0.0445 5.3543 -4.7982
H 4.1241 5.1369 2.3150
H 0.0399 -7.0684 3.3397
H 1.8276 6.4115 -0.1949
H 3.2116 0.5915 -5.0172
H 0.7328 -4.6800 2.9688
H -1.6116 -3.3966 3.8285
H -6.2690 -6.8873 7.3841
H -3.1989 -6.8419 9.7186
H 0.1524 -1.7513 1.7056
H 1.6490 -6.9715 2.6319
H 1.7215 7.1145 -4.8278
H 0.7516 5.3786 -6.3710
H -2.4097 -7.7817 8.4418
H -0.4688 1.6947 1.8926
H -4.5163 -7.6981 4.9952
H 0.0898 0.2361 2.6639
H 1.2378 2.8063 -0.3970
H 0.4861 6.7499 0.8796
H -0.8457 -4.8075 4.5732
H 3.0506 0.5933 -8.0841
H -2.8487 -4.8714 2.2435
H 1.1639 4.1218 -5.1997
H -5.1747 -0.2335 1.2949
H -0.1884 3.4615 -2.2281
H 2.8463 5.2495 -7.1574
H -4.5290 -5.6077 8.0110
H 3.4235 7.4597 -8.1513
H 0.2603 -7.3900 1.6149
H -1.8657 -2.9322 0.5803
H -0.5178 -0.3766 -6.2691
H -0.1211 2.0739 -6.6306
H 2.3279 -0.5866 -5.9777
H -0.9584 0.4636 0.0417
H 0.6798 -0.7579 -7.5113
H -2.8011 -5.3985 7.7654
H 1.4709 5.2668 2.6148
H -4.4638 -8.4493 6.5834
H 3.8729 1.8127 -7.1010
H 0.0006 4.2304 0.9018
H 2.3999 6.7065 2.2374
H 4.4353 0.1330 -7.1007
H -4.1375 -7.9799 8.7591
H 2.0461 5.8616 -3.6354
H 0.7496 0.1482 -0.2173
H 2.3050 4.1382 -0.8715
H -0.7880 0.1080 -7.9516
H -0.3650 5.1545 -0.5475
H -2.0305 -6.2819 2.9011
H -4.5160 -1.8385 0.8455
H 2.1221 7.6521 -6.9811
H 3.7745 5.1051 0.6146
*
```

Here are the Mulliken charges for atoms 1 to 2, given in e: -0.38 -0.31

***

(2)
Entry from OMol25: C27H64ClF3O11Si2 as an isolated structure in a non-equilibrium geometry (wB97M-V/def2-TZVPD).

Summary:
LUMO level (eV): 0.3
Highest occupied orbital energy (eV): -8.97

ORCA input file:
```
! RIJCOSX wB97M-V def2-TZVPD def2/J DEFGRID3
* xyz 0 1
Cl 3.8084 3.1692 -3.1478
Si 2.4418 2.3117 -0.6860
Si -0.2681 3.1414 -0.2887
F -1.5675 -2.3630 -0.8172
F -3.1344 -0.5779 -2.5351
F 0.0801 -1.1367 -1.5640
O -3.7344 -6.6308 -8.2315
O 2.2835 7.4115 8.8558
O 3.4151 1.8366 3.8641
O 1.0995 3.1320 -1.2260
O -5.7123 -1.8705 -7.1755
O -1.3333 -1.1323 4.6399
O 5.2134 7.2458 8.8474
O -3.5833 -9.3386 -9.3825
O -0.5296 -3.5120 3.1007
O -2.7762 -2.0073 -6.9613
O 3.1892 3.8370 6.0100
C -2.6772 -7.5520 -8.0132
C -1.9892 1.1885 -1.3646
C -2.4783 -8.4690 -9.1985
C -0.2057 -1.9448 4.9269
C 2.3790 8.8212 8.9235
C -2.8840 -1.8688 -5.5572
C 4.6000 0.0421 -0.6336
C -4.4521 -8.9337 -10.4240
C 2.0834 2.1219 3.4791
C 3.0610 6.8411 7.8112
C -2.0721 -0.2463 -1.7566
C 3.3872 1.6998 -2.1953
C 0.3642 -2.5723 3.6748
C 4.6766 0.9219 -1.8839
C -1.0531 1.4395 -0.1624
C -1.2301 -1.2337 -1.4045
C -4.8501 -2.4669 -8.1327
C 4.2257 2.9948 3.9839
C -3.6035 -3.0320 -7.4922
C 4.3426 6.2421 8.3452
C -1.2280 -3.0090 1.9760
C -4.9340 -6.9908 -7.5701
C 2.5890 2.8563 6.8388
C -5.6366 -0.4579 -7.1528
C -2.5684 -1.7568 4.9379
C 4.4087 3.3998 5.4288
C 5.2068 7.3417 10.2587
H 4.8380 2.5749 6.0054
H -6.1706 -0.1146 -6.2682
H -0.0340 3.7047 1.0614
H 4.1264 5.4940 9.1144
H -3.8687 -3.7578 -6.7175
H -4.6021 -0.1098 -7.0997
H 5.4213 -0.6781 -0.6772
H -1.5997 -9.0953 -9.0149
H 5.5241 1.6041 -1.8376
H 5.7364 8.2540 10.5287
H -4.5815 -1.7477 -8.9127
H 3.2785 7.5848 7.0386
H -4.7247 -7.8792 -10.3356
H 4.8636 5.7404 7.5245
H -5.3541 -9.5390 -10.3527
H -3.9260 -1.8149 -5.2334
H -5.7265 -6.3502 -7.9542
H 2.5326 1.8865 6.3396
H -3.0065 1.4944 -1.1107
H -3.0230 -3.5560 -8.2568
H -6.1167 -0.0310 -8.0405
H 3.2881 3.2904 0.0301
H 4.1898 7.3918 10.6554
H 3.6825 -0.5435 -0.5753
H 2.7173 1.0928 -2.8064
H 5.2050 2.7522 3.5594
H 3.4187 9.1574 8.9068
H -2.3901 -2.7056 -5.0497
H 5.7280 6.4882 10.7069
H -0.4627 -2.7199 5.6552
H 1.9204 9.1374 9.8592
H 3.1464 2.7503 7.7762
H -2.2930 -7.8817 -10.1033
H 1.4945 1.2131 3.6081
H 2.0493 2.4161 2.4248
H -1.7635 -6.9676 -7.8644
H -5.1998 -8.0339 -7.7565
H -1.2404 4.0297 -0.9601
H -2.8552 -8.1369 -7.1057
H -3.3581 -1.1476 4.5012
H 2.4646 6.0463 7.3565
H -4.8439 -6.8272 -6.4906
H 4.7622 0.6112 0.2850
H -0.2694 0.6853 -0.0848
H -2.0189 -3.7169 1.7342
H -2.6230 -2.7634 4.5168
H 1.2784 -3.1137 3.9380
H 3.8029 3.8245 3.4088
H 0.5555 -1.2983 5.3755
H -3.9896 -9.1070 -11.4017
H -1.6824 1.8070 -2.2187
H -1.6378 1.4072 0.7610
H -2.7233 -1.8082 6.0211
H -2.3814 -0.9451 -5.2751
H -0.5547 -2.9271 1.1226
H 1.5798 3.1939 7.0698
H 1.8361 9.2855 8.0927
H 1.6441 2.9142 4.0900
H -5.4053 -3.2854 -8.6017
H -1.6765 -2.0334 2.1851
H 4.8650 0.2591 -2.7339
H 5.1091 4.2406 5.4707
H 0.6275 -1.7950 2.9495
H 2.0638 1.2066 0.2206
*
```

Here are the Mulliken charges for atoms 1 to 2, given in e: -0.21 0.39

***

Which formula does entry 2 have? C27H64ClF3O11Si2

***

The lowest highest occupied orbital energy belongs to which entry? C27H64B3NO9